The following is a quantum chemistry calculation of a cluster of 13 separate species, C31H80O13 in total in a non-equilibrium geometry, from OMol25.

Geometry as XYZ:
```
124
Properties=species:S:1:pos:R:3:forces:R:3:lowdin_charge:R:1
C 31.451263 21.486235 -7.557850 -0.14 -0.17 -0.69 -0.151
C 31.377886 22.698189 -6.638788 0.97 -0.10 0.62 -0.146
C 32.283915 22.211198 -5.460555 -0.55 0.43 -0.09 -0.165
O 32.704600 20.877770 -5.761771 0.50 0.62 -0.13 -0.198
C 32.745193 20.769481 -7.170461 -0.34 -0.86 -0.43 -0.185
H 31.390045 21.763881 -8.610819 -0.02 -0.16 -0.01 0.113
H 30.654908 20.781561 -7.312856 -0.18 0.18 -0.19 0.100
H 30.393325 22.980053 -6.273720 -0.03 -0.36 -0.20 0.086
H 31.813666 23.584640 -7.101131 0.12 -0.06 -0.08 0.104
H 31.700829 22.145664 -4.541860 0.30 0.16 0.14 0.098
H 33.162218 22.853618 -5.373501 -0.02 0.02 0.31 0.121
H 32.747205 19.699664 -7.401467 -0.35 0.02 0.04 0.126
H 33.675133 21.099985 -7.651354 -0.08 0.75 0.40 0.125
C 30.573023 22.171775 3.190311 1.24 0.27 0.78 -0.146
C 29.618568 22.907822 2.270487 0.72 0.67 -0.78 -0.155
C 30.521704 23.830846 1.434755 -0.45 -0.15 -0.26 -0.195
O 31.779281 23.209072 1.461426 0.85 0.37 0.24 -0.185
C 31.996092 22.578269 2.743697 -0.01 0.07 -1.00 -0.140
H 30.579406 21.092748 3.046824 -0.72 -0.02 0.34 0.099
H 30.392005 22.461789 4.225424 0.10 -0.44 0.08 0.111
H 28.968404 23.626205 2.765650 -0.80 -0.89 0.17 0.115
H 29.208115 22.145730 1.611294 -0.86 0.45 0.02 0.082
H 30.523039 24.865588 1.797939 0.36 -0.13 0.44 0.124
H 30.194745 23.928747 0.397445 0.11 -0.24 -0.01 0.107
H 32.601272 23.207288 3.401044 -0.50 0.37 0.12 0.119
H 32.642716 21.729406 2.514565 -0.17 -0.17 0.10 0.119
C 31.166545 15.782463 1.635686 -0.76 0.58 -0.22 -0.180
C 32.241123 14.937268 0.973598 0.02 -0.13 -0.08 -0.154
C 33.371539 14.940188 2.013722 0.46 -0.37 -0.01 -0.207
O 33.016278 15.896956 2.995729 -0.05 0.28 0.20 -0.155
C 31.966018 16.745319 2.476821 1.04 -0.62 1.29 -0.189
H 30.505306 15.225361 2.302182 0.16 -0.18 -0.01 0.115
H 30.522445 16.285463 0.910174 0.07 0.00 -0.06 0.101
H 32.486010 15.435595 0.034711 0.43 -0.19 0.03 0.107
H 31.917377 13.917356 0.768982 -0.07 0.07 -0.15 0.107
H 34.380543 15.135763 1.631655 -0.25 0.37 -0.37 0.116
H 33.489992 13.966909 2.503687 -0.38 0.05 0.09 0.113
H 32.463857 17.599944 2.011508 -0.45 0.00 -0.56 0.110
H 31.449952 17.077564 3.378488 -0.21 0.23 -0.21 0.117
C 28.241489 19.302923 -4.851762 0.67 -1.88 -0.51 -0.158
C 27.208710 20.281951 -4.382765 -0.02 2.62 -0.26 -0.124
C 28.005697 21.639457 -4.434847 0.95 -0.27 1.21 -0.166
O 29.298440 21.365123 -4.986086 -0.45 0.00 -0.80 -0.186
C 29.588254 19.985072 -4.724502 0.16 1.32 0.58 -0.192
H 28.098979 19.013796 -5.896828 -0.15 0.45 -0.12 0.117
H 28.269464 18.309935 -4.389354 -0.25 0.24 0.51 0.102
H 26.825175 20.271537 -3.364598 -0.06 -0.82 -0.04 0.087
H 26.383568 20.444919 -5.074649 -0.18 -0.67 0.08 0.110
H 28.219320 21.978138 -3.410291 -0.43 -0.06 0.09 0.089
H 27.542988 22.498038 -4.918329 -0.03 -0.29 -0.51 0.121
H 30.023063 19.974155 -3.715652 -0.27 -0.55 0.10 0.099
H 30.391178 19.689010 -5.399947 -0.29 -0.21 -0.17 0.114
O 34.643315 18.331251 -0.544053 -0.28 -0.02 0.07 -0.062
H 34.133642 18.945943 -1.091367 0.22 -0.03 -0.05 0.017
H 34.692737 18.752112 0.320311 0.04 0.07 -0.11 0.028
O 30.649807 17.616636 -2.613181 -0.20 -0.27 -0.09 -0.047
H 29.731023 17.357294 -2.751092 0.06 0.04 0.00 0.037
H 31.153443 16.802005 -2.738442 0.06 0.12 0.08 0.064
O 32.827176 19.006285 -3.848154 -0.01 0.35 -0.27 -0.074
H 31.916664 18.688268 -3.895128 0.12 0.03 0.21 -0.018
H 32.868840 19.736874 -4.508863 0.02 -0.65 0.33 0.005
O 34.877761 21.807478 -2.416297 0.05 0.06 -0.02 -0.057
H 34.207604 22.143159 -1.796160 -0.01 -0.24 -0.20 -0.011
H 34.388792 21.613258 -3.222237 0.04 -0.02 0.04 0.017
C 35.891386 26.623367 -1.337183 1.65 -0.01 0.32 -0.065
C 35.496093 25.170137 -1.540927 -0.31 -0.38 -0.17 -0.481
C 35.232433 24.418078 -0.237875 -0.22 1.24 0.23 -0.044
O 34.333003 25.123423 -2.378119 0.27 -0.01 0.47 -0.069
H 36.378565 27.051693 -2.215796 -0.50 -0.06 -0.30 0.075
H 36.716425 26.661246 -0.612538 -0.24 0.00 0.24 0.077
H 35.118727 27.306344 -0.984129 -0.28 -0.29 -0.03 0.077
H 36.286723 24.615086 -2.051399 -0.08 0.25 -0.31 0.138
H 34.800035 23.441088 -0.412884 0.15 -0.08 0.05 0.051
H 34.522369 25.036695 0.327596 -0.17 -0.28 0.13 0.083
H 36.131079 24.380238 0.379984 0.06 -0.28 -0.11 0.082
H 33.652597 25.538787 -1.828889 -0.36 -0.11 -0.52 0.062
C 31.146696 20.035167 -0.279722 0.26 -0.69 0.62 -0.030
C 31.682373 21.096233 -1.208716 -0.71 1.11 -0.76 -0.441
C 30.583811 22.063149 -1.672881 -0.88 0.77 0.48 -0.028
O 32.734786 21.858840 -0.635198 -0.14 -0.39 0.50 -0.079
H 30.739238 20.385942 0.676937 0.00 0.56 -0.20 0.068
H 31.964008 19.368969 0.011603 -0.05 -0.16 -0.19 0.068
H 30.360179 19.430276 -0.731495 0.11 0.01 -0.23 0.061
H 32.046863 20.628735 -2.126589 0.45 -0.19 0.29 0.113
H 29.833954 22.256242 -0.889974 -0.14 -0.68 -0.06 0.054
H 30.070261 21.759220 -2.586547 0.02 -0.16 0.16 0.046
H 30.894230 23.101363 -1.828560 0.81 -0.30 -0.35 0.077
H 32.331272 22.337783 0.125095 0.44 0.01 -0.29 0.055
C 24.345971 23.056918 0.048601 0.24 0.92 0.72 -0.056
C 25.482761 22.706258 -0.881665 0.08 -0.85 -0.61 -0.459
C 26.872458 22.601457 -0.220908 -0.63 0.78 -0.14 -0.038
O 25.229108 21.429138 -1.508523 -0.06 -0.15 0.55 -0.082
H 23.383814 23.264152 -0.418175 -0.01 -0.77 -0.27 0.078
H 24.506172 23.994851 0.595554 0.50 -0.05 -0.08 0.078
H 24.323288 22.287498 0.824800 -0.49 -0.10 -0.12 0.082
H 25.549605 23.324493 -1.780679 -0.13 0.57 0.46 0.133
H 26.998769 21.610303 0.201672 0.19 -0.27 -0.32 0.047
H 27.057994 23.271122 0.622843 -0.20 0.35 -0.25 0.076
H 27.543463 22.843593 -1.043478 0.62 -0.45 0.39 0.065
H 25.225456 20.777260 -0.783288 -0.13 -0.03 -0.34 0.045
C 27.200350 18.578986 -0.550071 -0.16 -0.97 -0.74 -0.071
C 26.510288 18.459086 0.806088 0.05 1.59 -1.08 -0.426
C 27.441917 19.072671 1.866806 -0.96 -1.00 0.44 -0.040
O 25.291704 19.246261 0.684924 0.24 -0.19 0.21 -0.075
H 27.632974 19.554238 -0.760660 0.08 0.08 0.21 0.068
H 26.523148 18.336002 -1.374650 -0.34 0.28 0.20 0.085
H 27.950288 17.790152 -0.668657 0.38 0.29 0.37 0.074
H 26.208388 17.418132 0.908981 0.29 -0.09 0.64 0.138
H 27.023275 18.997430 2.874225 0.04 -0.37 0.01 0.078
H 27.551330 20.145239 1.737939 0.27 0.00 -0.56 0.058
H 28.380496 18.521779 1.816033 0.23 0.33 0.19 0.076
H 24.616135 18.853485 1.244885 -0.01 0.12 0.04 0.093
C 32.457722 26.217388 -4.842029 -0.61 0.47 -0.47 -0.050
C 31.220550 26.309372 -3.940017 0.92 -0.17 0.38 -0.459
C 30.328760 25.082625 -3.998444 -0.33 -0.05 0.38 -0.048
O 31.674730 26.495929 -2.592651 -0.28 -0.11 0.53 -0.069
H 33.031581 27.142963 -4.756681 0.02 0.00 0.03 0.078
H 32.119592 26.156889 -5.881528 0.16 -0.15 -0.04 0.076
H 33.136085 25.400817 -4.606020 -0.24 -0.16 0.19 0.063
H 30.646447 27.202974 -4.206025 -0.13 -0.13 -0.19 0.133
H 29.653743 24.983117 -3.143273 -0.10 0.65 0.02 0.078
H 30.853627 24.128464 -3.936554 0.36 0.17 -0.58 0.056
H 29.710397 25.179056 -4.891214 0.08 -0.46 -0.12 0.085
H 31.923770 27.417947 -2.486054 0.08 -0.01 -0.03 0.088
```
Forces are in eV/Å.

- DFT total energy (Eh) = -2207.13938
- E_HOMO (Ha) = -0.3429